83
Properties=species:S:1:pos:R:3 method="wB97M-V/def2-TZVPD" e_homo_ev="-7.5 / -8.1" multiplicity=5 gap_ha="0.267 / 0.270" de_lowest_ev=0.000
Cr 0.024 0.736 1.416
C -1.764 1.737 -4.674
C -1.924 0.439 -4.413
C -1.040 -0.647 -4.940
C 0.478 -0.322 -5.054
C 1.105 0.426 -3.910
C 1.016 1.751 -3.713
C 0.640 2.658 -4.854
C -0.703 2.314 -5.566
C 1.467 1.273 2.841
H -2.518 2.465 -4.337
H -2.865 0.104 -3.963
H -1.385 -0.942 -5.948
H -1.151 -1.542 -4.309
H 0.997 -1.294 -5.089
H 0.674 0.139 -6.038
H 1.849 -0.160 -3.351
H 1.395 2.230 -2.807
H 1.423 2.615 -5.641
H 0.583 3.701 -4.506
H -1.098 3.263 -5.958
H -0.508 1.701 -6.462
H 0.941 1.990 3.496
H 2.409 1.730 2.505
H 1.713 0.381 3.448
P 1.747 -0.314 0.330
P -1.032 -1.209 0.556
N 2.826 0.883 -0.282
N 2.774 -1.475 1.073
N -1.871 0.235 -0.006
N -2.488 -2.005 0.926
C 1.133 -1.178 -1.127
C -0.209 -1.904 -0.915
C 2.760 2.250 0.022
C 3.867 2.876 -0.531
C 4.610 1.880 -1.246
C 3.947 0.672 -1.083
C 3.549 -1.240 2.217
C 4.258 -2.393 2.514
C 3.890 -3.387 1.547
C 2.963 -2.808 0.692
C -1.768 1.495 0.804
C -1.889 2.537 -0.168
C -2.197 1.974 -1.406
C -2.166 0.581 -1.287
C -3.666 -2.239 0.207
C -4.530 -2.973 1.015
C -3.895 -3.130 2.291
C -2.662 -2.509 2.221
H 1.898 -1.837 -1.565
H 0.960 -0.351 -1.825
H -0.855 -1.809 -1.803
H -0.062 -2.981 -0.717
H 1.952 2.636 0.627
H 4.121 3.922 -0.416
H 5.521 2.043 -1.803
H 4.170 -0.312 -1.457
H 3.504 -0.291 2.727
H 4.961 -2.509 3.325
H 4.265 -4.398 1.483
H 2.413 -3.218 -0.144
H -2.380 1.497 1.717
H -1.759 3.588 0.054
H -2.438 2.486 -2.330
H -2.428 -0.168 -2.021
H -3.782 -1.875 -0.803
H -5.500 -3.364 0.742
H -4.282 -3.621 3.170
H -1.878 -2.357 2.941
C -0.559 1.057 5.494
C -1.290 0.007 4.631
O -1.031 -0.038 3.321
C -0.922 -1.400 5.305
F -0.791 -1.338 6.664
F -1.806 -2.402 5.043
F 0.284 -1.797 4.801
C -2.843 0.292 4.784
F -3.307 0.234 6.064
F -3.091 1.554 4.327
F -3.612 -0.534 4.033
H 0.514 0.825 5.520
H -0.962 1.040 6.512
H -0.695 2.057 5.064

---

65
Properties=species:S:1:pos:R:3 method="wB97M-V/def2-TZVPD" charge=+2 e_homo_ev=-13.7 multiplicity=1 gap_ha=0.176 de_lowest_ev=1.735
Sc -1.462 -0.393 -0.798
Cl -3.099 0.512 0.524
P 0.067 1.212 -2.321
C -1.291 0.325 -3.173
C -1.041 -0.792 -3.998
C -2.078 -1.671 -4.297
C -3.348 -1.492 -3.737
C -3.619 -0.384 -2.934
C -2.624 0.582 -2.729
C -0.234 2.959 -2.699
C 0.584 3.898 -2.033
C 0.410 5.256 -2.274
C -0.581 5.691 -3.162
C -1.395 4.759 -3.818
C -1.225 3.392 -3.592
C 1.582 0.796 -3.219
C 2.544 -0.010 -2.580
C 3.685 -0.390 -3.280
C 3.879 0.035 -4.602
C 2.930 0.852 -5.224
C 1.780 1.241 -4.535
H 1.351 3.538 -1.341
H 1.052 5.977 -1.771
H -0.717 6.757 -3.348
H -2.167 5.092 -4.513
H -1.852 2.670 -4.114
H -0.040 -0.944 -4.416
H -1.902 -2.506 -4.984
H -4.141 -2.210 -3.966
H -4.618 -0.225 -2.522
H -2.879 1.543 -2.267
H 2.378 -0.333 -1.552
H 4.430 -1.025 -2.795
H 4.772 -0.275 -5.146
H 3.076 1.187 -6.248
H 1.035 1.882 -5.014
H -2.007 -1.771 -1.448
H -0.991 -1.722 -1.650
C 3.194 -0.744 6.236
C 1.709 -0.636 6.499
N 0.894 -1.415 5.546
C -0.337 -1.990 6.117
C -1.624 -1.289 5.733
C 0.957 -1.008 4.216
O 1.656 -0.056 3.872
C 0.203 -1.759 3.141
C -0.185 -3.108 3.214
C -1.015 -3.609 2.211
C -1.277 -2.834 1.077
N -0.744 -1.598 0.918
C -0.007 -1.068 1.943
H 3.487 -1.799 6.179
H 3.746 -0.280 7.055
H 3.443 -0.237 5.302
H 1.483 -1.025 7.497
H 1.402 0.421 6.458
H -0.387 -3.051 5.833
H -0.208 -1.952 7.206
H -1.789 -1.299 4.652
H -2.455 -1.814 6.214
H -1.620 -0.254 6.093
H 0.177 -3.731 4.030
H -1.469 -4.591 2.288
H -1.905 -3.212 0.262
H 0.427 -0.079 1.778

---

30
Properties=species:S:1:pos:R:3 method="wB97M-V/def2-TZVPD" e_homo_ev=-8.7 multiplicity=1 gap_ha=0.353 de_lowest_ev=3.469
C -2.395 -0.863 -0.799
C -1.259 -0.190 0.055
C -1.315 -0.623 1.451
C -1.421 1.375 -0.040
C -0.143 1.978 -0.517
C 0.984 1.449 0.348
C 1.295 -0.035 -0.037
C 2.256 -0.179 -1.101
C 1.955 -0.816 1.108
H -2.182 -1.011 -1.934
H -3.404 -0.300 -0.789
H -2.672 -1.887 -0.382
H -2.356 -0.317 1.868
H -1.178 -1.728 1.615
H -0.694 0.000 2.060
H -1.635 1.824 0.979
H -2.280 1.549 -0.701
H -0.096 1.578 -1.606
H -0.186 3.122 -0.681
H 1.857 2.088 0.270
H 0.690 1.547 1.442
H 1.959 0.362 -2.013
H 3.234 0.301 -0.856
H 2.295 -1.237 -1.335
H 2.814 -0.226 1.439
H 2.451 -1.785 0.618
H 1.304 -0.984 1.991
H -0.084 -2.365 -1.313
N 0.007 -0.624 -0.655
O 0.198 -2.005 -0.488

---

57
Properties=species:S:1:pos:R:3 method="wB97M-V/def2-TZVPD" charge=-2 e_homo_ev=0.5 multiplicity=1 gap_ha=0.153 de_lowest_ev=0.000
Pd 0.380 -0.561 -0.026
O -2.400 -2.565 4.067
C -3.243 -2.870 3.058
C -4.481 -3.416 3.390
C -5.383 -3.787 2.384
C -5.019 -3.619 1.057
C -3.779 -3.060 0.719
C -2.879 -2.659 1.693
C -1.622 -1.965 1.289
O -1.424 -1.657 0.042
N -0.778 -1.690 2.260
N 0.285 -0.884 1.860
C 1.483 -0.814 2.525
C 2.517 -0.314 1.772
C 3.798 0.009 2.299
C 4.727 0.588 1.502
C 4.457 0.834 0.112
C 3.224 0.511 -0.374
N 2.278 -0.117 0.382
H -1.560 -2.200 3.625
H -4.707 -3.581 4.441
H -6.316 -4.236 2.671
H -5.689 -3.972 0.273
H -3.430 -2.947 -0.294
H 1.566 -1.090 3.560
H 3.953 -0.176 3.360
H 5.705 0.881 1.900
H 5.181 1.303 -0.540
H 2.912 0.678 -1.392
C 1.729 3.202 0.858
N 0.379 3.040 0.377
C -0.586 2.472 1.152
S -2.075 2.084 0.511
N -0.160 2.160 2.394
C -0.974 1.557 3.408
H 2.305 3.631 0.048
H 2.224 2.271 1.162
H 1.799 3.893 1.701
H 0.363 2.685 -0.620
H 0.825 2.129 2.550
H -1.943 1.309 2.979
H -1.102 2.262 4.230
H -0.501 0.655 3.778
O 0.943 2.051 -2.287
C 0.586 0.954 -2.769
O 0.233 -0.073 -2.163
C 0.562 0.808 -4.281
C 0.865 1.873 -5.125
C 0.883 1.740 -6.504
C 0.586 0.524 -7.092
C 0.236 -0.560 -6.247
C 0.250 -0.408 -4.882
H 1.074 2.821 -4.624
H 1.108 2.635 -7.085
H 0.590 0.413 -8.167
H 0.011 -1.524 -6.681
H 0.033 -1.232 -4.233

---

8
Properties=species:S:1:pos:R:3 method="wB97M-V/def2-TZVPD" e_homo_ev=-9.6 multiplicity=1 gap_ha=0.344 de_lowest_ev=3.367
C -1.496 0.600 0.033
C 1.495 -0.431 -0.044
H -2.338 1.278 -0.364
H -0.509 1.220 0.817
H 2.387 -1.214 0.336
N -1.402 -0.697 -0.340
O 1.679 0.796 -0.324
S 0.184 -1.552 -0.114

---

119
Properties=species:S:1:pos:R:3 method="wB97M-V/def2-TZVPD" charge=-1 e_homo_ev="-4.0 / -4.0" multiplicity=1 gap_ha="0.203 / 0.203" de_lowest_ev=0.000
Sn -1.344 0.483 0.042
O 1.460 -4.846 -2.161
C 1.083 -3.757 -1.736
C 1.577 -2.348 -2.262
O 2.115 -2.124 -3.319
C 1.145 -1.334 -1.215
C 0.276 -2.039 -0.286
O -0.409 -1.477 0.659
C 0.066 -3.489 -0.604
O -0.697 -4.276 -0.064
O 1.429 -0.120 -1.180
N -2.486 2.638 1.024
N -1.975 2.761 2.344
C -1.044 1.837 2.849
O -0.590 2.139 3.975
O -0.663 0.821 2.073
H -1.920 3.319 0.476
H -3.468 2.908 1.043
H -2.345 3.464 2.980
C 2.762 -0.791 5.476
C 1.966 0.109 4.521
Ge 2.792 0.506 2.736
C 3.419 -1.131 1.697
C 4.888 -1.407 2.042
C 4.433 1.537 3.103
C 4.528 2.748 2.505
Ge 2.695 2.788 1.663
C 2.776 2.786 -0.382
C 4.063 3.407 -0.955
C 1.623 4.307 2.399
C 2.324 5.347 3.268
C 5.608 3.723 2.633
C 6.835 3.367 3.228
C 7.868 4.265 3.342
C 7.706 5.575 2.953
C 6.527 5.971 2.322
C 5.518 5.034 2.043
H 2.315 -0.834 6.488
H 3.768 -0.372 5.629
H 2.897 -1.810 5.082
H 1.813 1.086 4.988
H 0.941 -0.309 4.411
H 3.409 -0.905 0.621
H 2.779 -2.027 1.882
H 5.522 -0.774 1.417
H 5.158 -2.459 2.013
H 5.120 -1.102 3.044
H 5.230 1.143 3.759
H 1.900 3.355 -0.739
H 2.657 1.755 -0.723
H 4.160 4.479 -0.794
H 4.108 3.217 -2.047
H 4.943 2.930 -0.510
H 0.862 3.840 3.020
H 1.191 4.768 1.517
H 2.951 4.866 4.007
H 1.641 5.993 3.838
H 2.992 6.076 2.755
H 6.951 2.340 3.563
H 8.849 3.948 3.755
H 8.487 6.265 3.184
H 6.445 6.992 1.987
H 4.587 5.321 1.591
C -6.766 -1.614 1.263
N -5.440 -1.055 1.376
C -4.563 -0.630 0.407
N -3.321 -0.550 0.927
C -3.481 -1.051 2.190
N -4.752 -1.314 2.519
C -6.776 -3.090 0.919
C -7.407 -3.932 1.854
C -7.309 -5.330 1.741
C -6.633 -5.872 0.646
C -6.029 -5.032 -0.251
C -6.111 -3.631 -0.189
C -5.110 -5.562 -1.238
N -4.656 -6.780 -1.271
N -3.628 -6.821 -2.203
C -3.505 -5.596 -2.674
O -4.463 -4.740 -2.134
C -2.541 -5.106 -3.635
C -1.386 -5.836 -3.949
C -0.329 -5.123 -4.487
C -0.400 -3.790 -4.826
C -1.634 -3.126 -4.681
C -1.804 -1.678 -5.099
N -2.405 -0.836 -4.149
C -2.942 -1.184 -2.929
N -3.332 -0.106 -2.238
C -2.963 0.911 -3.055
N -2.444 0.544 -4.228
C -2.722 -3.782 -4.127
H -7.346 -1.011 0.526
H -7.216 -1.561 2.276
H -4.872 -0.346 -0.567
H -2.610 -1.170 2.821
H -7.971 -3.489 2.684
H -7.771 -6.000 2.472
H -6.407 -6.946 0.576
H -5.707 -3.013 -0.996
H -1.369 -6.895 -3.721
H 0.663 -5.574 -4.537
H 0.483 -3.273 -5.179
H -2.405 -1.656 -6.034
H -0.876 -1.208 -5.391
H -3.012 -2.198 -2.554
H -3.013 1.963 -2.766
H -3.752 -3.367 -4.145
Br -1.840 4.704 -2.181
C -0.522 3.742 -3.226
C -0.159 4.353 -4.446
C 0.900 3.768 -5.130
C 1.653 2.713 -4.591
C 1.124 2.112 -3.484
N 0.035 2.636 -2.831
H -0.673 5.246 -4.789
H 1.223 4.200 -6.103
H 2.551 2.359 -5.078
H 1.525 1.142 -3.053